# 1
Molecular formula: C4H9NO4Sr
Method: DFT, ωB97M-V with the def2-TZVPD basis set

Calculated values
Orbital gap ... 7.4 eV
LUMO energy ... -9.67 eV
E ... -14785.989 eV
Highest occupied orbital energy ... -17.0331 eV
Charge ... +2

Last column: natural (NBO) charge in e.
Positions of all 19 atoms, in Å:
C -2.09902 -1.94331 1.57157  -0.64
C -0.75793 -1.03172 1.16835  -0.16
O -0.73187 -1.01658 -0.31791  -0.27
O 0.39545 -1.52960 -0.72505  -0.21
C 1.25512 -0.32939 -0.99489  0.78
O 2.52209 -0.43291 -0.51095  -0.42
O 0.78327 0.83698 -1.76872  -0.71
C 0.37502 1.95067 -0.89851  0.02
N 1.52579 2.71749 -0.26669  -0.78
H -1.96763 -2.95368 0.95097  0.23
H -3.04478 -1.34195 1.21281  0.24
H -2.11953 -2.15362 2.74034  0.27
H -0.91856 0.04938 1.58665  0.20
H 0.21170 -1.46775 1.65837  0.24
H -0.34814 1.64071 -0.01537  0.24
H -0.25509 2.72173 -1.55689  0.24
H 1.70155 2.30907 0.69826  0.39
H 2.40184 2.45655 -0.80621  0.38
Sr 1.07070 -0.48208 -3.72613  1.97

# 2
Molecular formula: C4H7NO
Method: DFT, ωB97M-V with the def2-TZVPD basis set

Calculated values
SMILES string ... O=CNC1CC1
Orbital gap ... 10.9 eV
LUMO energy ... 1.03 eV
E ... -7797.800 eV
Highest occupied orbital energy ... -9.8779 eV
Relative energy (zero: lowest compared OMol25 entry of this formula, charge and spin) ... 42.52 kcal per mole

Last column: natural (NBO) charge in e.
Positions of all 13 atoms, in Å:
O -1.70442 2.76598 0.67568  -0.56
C -1.41943 1.70960 0.16484  0.55
N -0.29982 0.93468 0.42384  -0.64
C -0.19320 -0.38446 -0.12506  -0.08
C 0.99955 -1.09368 0.46155  -0.44
C 0.93691 -0.76724 -1.00389  -0.42
H -2.05467 1.22636 -0.60084  0.09
H -0.06069 0.70995 1.37663  0.40
H -1.12827 -0.93626 -0.20774  0.20
H 1.72865 -0.51052 1.03307  0.22
H 0.85889 -2.10154 0.82590  0.22
H 0.75246 -1.58693 -1.68384  0.22
H 1.58405 0.03406 -1.34014  0.23

Question: Among the records above, which one has the highest E?
Answer: C4H7NO

Question: What is the E in the second record?
Answer: -7797.800 eV